Entry 1:
ORCA calculation (the ωB97M-V functional and the def2-TZVPD basis) on a cluster of 2 separate species, C5H8FN2 in total at a distorted geometry.

```
16
C5H8FN2 | the Open Molecules 2025 dataset | the ωB97M-V functional and the def2-TZVPD basis
C -1.477 -1.207 -1.615
C -0.977 0.075 -1.186
C -0.683 -1.422 0.396
C -0.145 0.705 1.102
C 2.223 0.817 0.644
N -1.293 -2.094 -0.554
N -0.555 -0.162 0.098
F 2.364 0.273 -0.538
H -2.025 -1.587 -2.419
H -1.107 1.074 -1.575
H -0.380 -1.791 1.398
H -0.154 0.370 2.108
H -0.221 1.748 0.905
H 2.159 2.002 0.518
H 2.799 0.358 1.368
H -1.400 -3.048 -0.503
```

Properties
- M (g/mol) = 115.1
- gap between HOMO and LUMO (alpha / beta) (eV) = 8.5 / 8.5
- charge = +1
- E (eV) = -11002.1893
- energy relative to the best compared isomer or geometry (same formula, charge and spin) (kJ/mol) = 310.66

The molecule's natural (NBO) atomic charges, reported in e, are given here: atom 1 (C): -0.03, atom 2 (C): -0.04, atom 3 (C): 0.25, atom 4 (C): -0.29, atom 5 (C): 0.15, atom 6 (N): -0.45, atom 7 (N): -0.31, atom 8 (F): -0.31, atom 9 (H): 0.25, atom 10 (H): 0.27, atom 11 (H): 0.25, atom 12 (H): 0.23, atom 13 (H): 0.23, atom 14 (H): 0.18, atom 15 (H): 0.17, atom 16 (H): 0.45

Entry 2:
ORCA calculation (the ωB97M-V functional and the def2-TZVPD basis) on a cluster of 2 separate species, C4H11N3O in total at a distorted geometry.

```
19
C4H11N3O | the Open Molecules 2025 dataset | the ωB97M-V functional and the def2-TZVPD basis
H 0.882 1.421 -1.277
N 0.770 1.277 -0.279
C 1.507 0.421 0.262
C 1.642 0.210 1.734
O 2.686 -0.095 -0.516
H 2.256 0.982 2.195
H 2.081 -0.768 1.930
H 0.657 0.246 2.194
H 3.524 -0.049 -0.039
C -1.782 -0.109 -1.999
C -1.468 -1.106 -1.169
N -1.321 -0.961 0.218
N -1.667 0.204 0.945
H -1.822 0.924 -1.701
H -1.979 -0.309 -3.037
H -1.560 -2.138 -1.477
H -0.850 -1.701 0.718
H -1.010 0.947 0.680
H -2.543 0.604 0.617
```

Properties
- M (g/mol) = 117.2
- gap between HOMO and LUMO (eV) = 8.6
- E (eV) = -10841.8993
- structure (SMILES) = [H]/N=C(/C)O.C=CNN
- energy relative to the best compared isomer or geometry (same formula, charge and spin) (kJ/mol) = 319.56

The molecule's natural (NBO) atomic charges, reported in e, are given here: atom 1 (H): 0.38, atom 2 (N): -0.69, atom 3 (C): 0.60, atom 4 (C): -0.72, atom 5 (O): -0.77, atom 6 (H): 0.24, atom 7 (H): 0.23, atom 8 (H): 0.25, atom 9 (H): 0.48, atom 10 (C): -0.55, atom 11 (C): 0.00, atom 12 (N): -0.48, atom 13 (N): -0.67, atom 14 (H): 0.20, atom 15 (H): 0.21, atom 16 (H): 0.20, atom 17 (H): 0.38, atom 18 (H): 0.37, atom 19 (H): 0.35

Entry 3:
ORCA calculation (the ωB97M-V functional and the def2-TZVPD basis) on the molecule CH4F2NP at a distorted geometry.

```
9
CH4F2NP | the Open Molecules 2025 dataset | the ωB97M-V functional and the def2-TZVPD basis
C -0.452 0.478 -0.273
N -1.380 -0.020 0.539
F 2.934 -0.572 0.591
F -0.225 1.810 -0.104
P 1.744 -0.019 -0.460
H -1.063 0.074 1.437
H -2.033 -0.860 0.412
H -0.648 0.347 -1.305
H 1.122 -1.239 -0.836
```

Properties
- 2S+1 = 3
- M (g/mol) = 99.0
- expectation value of S² = 2.007
- gap between HOMO and LUMO (alpha / beta) (eV) = 7.0 / 8.2
- E (eV) = -17311.6414
- energy relative to the best compared isomer or geometry (same formula, charge and spin) (kJ/mol) = 140.59

The molecule's natural (NBO) atomic charges, reported in e, are given here: atom 1 (C): 0.26, atom 2 (N): -0.79, atom 3 (F): -0.61, atom 4 (F): -0.35, atom 5 (P): 0.66, atom 6 (H): 0.38, atom 7 (H): 0.42, atom 8 (H): 0.16, atom 9 (H): -0.14

Entry 4:
ORCA calculation (the ωB97M-V functional and the def2-TZVPD basis) on a structure of composition C31H48BrCl3N3O3Pb.

```
90
C31H48BrCl3N3O3Pb | the Open Molecules 2025 dataset | the ωB97M-V functional and the def2-TZVPD basis
Pb -0.514 2.035 0.614
C 0.828 1.240 3.324
N -0.614 1.501 3.206
C -0.989 2.592 4.105
C -1.381 0.294 3.524
C -1.378 -0.736 2.410
N -2.084 -0.288 1.213
C -1.907 -1.281 0.153
C -3.506 -0.090 1.463
H 1.074 0.906 4.342
H 1.376 2.160 3.118
H 1.143 0.489 2.601
H -0.752 2.338 5.149
H -2.058 2.788 4.022
H -0.449 3.496 3.833
H -2.404 0.599 3.751
H -0.976 -0.172 4.435
H -1.834 -1.664 2.798
H -0.355 -0.965 2.105
H -2.378 -2.239 0.429
H -0.845 -1.437 -0.019
H -2.365 -0.923 -0.769
H -3.951 -0.983 1.934
H -4.016 0.096 0.519
H -3.684 0.780 2.093
C 2.662 -5.345 -3.347
C 3.164 -3.921 -3.630
C 2.698 -3.525 -5.031
C 4.699 -3.921 -3.620
C 2.636 -2.965 -2.563
C 1.843 -1.863 -2.846
C 1.396 -1.055 -1.819
Br 0.302 0.435 -2.331
C 1.658 -1.242 -0.431
O 1.141 -0.490 0.462
C 2.523 -2.365 -0.168
C 2.946 -3.167 -1.218
C 3.001 -2.774 1.239
C 2.679 -1.776 2.357
C 4.531 -2.937 1.235
C 2.357 -4.116 1.619
H 3.044 -6.045 -4.097
H 1.571 -5.375 -3.368
H 2.987 -5.691 -2.365
H 3.095 -4.232 -5.764
H 3.052 -2.528 -5.302
H 1.609 -3.534 -5.108
H 5.091 -4.611 -4.372
H 5.089 -4.223 -2.647
H 5.080 -2.920 -3.835
H 1.559 -1.613 -3.859
H 3.567 -4.023 -0.973
H 3.061 -0.781 2.133
H 3.144 -2.134 3.281
H 1.607 -1.690 2.518
H 5.010 -1.996 0.957
H 4.873 -3.705 0.541
H 4.876 -3.216 2.235
H 1.269 -4.019 1.641
H 2.695 -4.438 2.609
H 2.609 -4.898 0.900
Cl 1.835 7.503 2.287
C 0.989 5.973 2.556
Cl -0.609 6.327 3.249
Cl 1.922 5.005 3.737
C 0.905 5.113 1.217
O 1.851 5.236 0.465
O -0.131 4.399 1.131
C -3.171 1.521 -4.087
N -3.372 2.425 -2.969
C -2.371 3.478 -2.980
C -3.346 1.687 -1.710
C -3.684 2.555 -0.522
C -4.985 3.052 -0.438
C -5.366 3.868 0.615
C -4.423 4.214 1.576
C -3.125 3.731 1.474
C -2.724 2.874 0.440
H -3.236 2.077 -5.024
H -3.951 0.756 -4.088
H -2.193 1.015 -4.054
H -2.442 4.036 -3.914
H -1.344 3.080 -2.897
H -2.534 4.162 -2.149
H -2.359 1.218 -1.555
H -4.076 0.874 -1.800
H -5.697 2.799 -1.217
H -6.380 4.243 0.678
H -4.695 4.874 2.393
H -2.393 4.066 2.200
```

Properties
- M (g/mol) = 904.2
- gap between HOMO and LUMO (eV) = 6.9
- charge = -1
- E (eV) = -156398.8968
- energy relative to the best compared isomer or geometry (same formula, charge and spin) (kJ/mol) = 4.80

The molecule's Löwdin atomic charges, reported in e, are given here: atom 1 (Pb): 1.41, atom 2 (C): -0.12, atom 3 (N): -0.34, atom 4 (C): -0.10, atom 5 (C): -0.19, atom 6 (C): -0.21, atom 7 (N): -0.29, atom 8 (C): -0.09, atom 9 (C): -0.09, atom 10 (H): 0.10, atom 11 (H): 0.06, atom 12 (H): 0.04, atom 13 (H): 0.10, atom 14 (H): 0.08, atom 15 (H): 0.03, atom 16 (H): 0.11, atom 17 (H): 0.13, atom 18 (H): 0.13, atom 19 (H): 0.08, atom 20 (H): 0.09, atom 21 (H): 0.06, atom 22 (H): 0.07, atom 23 (H): 0.09, atom 24 (H): 0.08, atom 25 (H): 0.08, atom 26 (C): -0.06, atom 27 (C): -0.56, atom 28 (C): -0.08, atom 29 (C): -0.05, atom 30 (C): -0.20, atom 31 (C): -0.11, atom 32 (C): -0.54, atom 33 (Br): 0.75, atom 34 (C): -0.44, atom 35 (O): -0.25, atom 36 (C): -0.08, atom 37 (C): -0.02, atom 38 (C): -0.53, atom 39 (C): -0.07, atom 40 (C): -0.06, atom 41 (C): -0.05, atom 42 (H): 0.08, atom 43 (H): 0.09, atom 44 (H): 0.07, atom 45 (H): 0.08, atom 46 (H): 0.08, atom 47 (H): 0.08, atom 48 (H): 0.08, atom 49 (H): 0.07, atom 50 (H): 0.09, atom 51 (H): 0.08, atom 52 (H): 0.09, atom 53 (H): 0.09, atom 54 (H): 0.08, atom 55 (H): 0.06, atom 56 (H): 0.09, atom 57 (H): 0.07, atom 58 (H): 0.08, atom 59 (H): 0.09, atom 60 (H): 0.08, atom 61 (H): 0.07, atom 62 (Cl): 0.58, atom 63 (C): -1.48, atom 64 (Cl): 0.58, atom 65 (Cl): 0.58, atom 66 (C): -0.83, atom 67 (O): 0.01, atom 68 (O): -0.25, atom 69 (C): -0.12, atom 70 (N): -0.26, atom 71 (C): -0.09, atom 72 (C): -0.22, atom 73 (C): -0.30, atom 74 (C): -0.06, atom 75 (C): -0.10, atom 76 (C): -0.10, atom 77 (C): -0.15, atom 78 (C): -0.27, atom 79 (H): 0.08, atom 80 (H): 0.08, atom 81 (H): 0.06, atom 82 (H): 0.08, atom 83 (H): 0.07, atom 84 (H): 0.09, atom 85 (H): 0.04, atom 86 (H): 0.12, atom 87 (H): 0.11, atom 88 (H): 0.09, atom 89 (H): 0.09, atom 90 (H): 0.05

- Number 4 is which compound?
  C31H48BrCl3N3O3Pb

- Among the records above, which one has the highest energy relative to the best compared isomer or geometry (same formula, charge and spin)?
  C4H11N3O

- What is the energy relative to the best compared isomer or geometry (same formula, charge and spin) in the fourth record?
  4.80 kJ/mol

- Number 3 is which compound?
  CH4F2NP